(1)
Density functional theory data (wB97M-V/def2-TZVPD) for a structure of composition C5H10N.

Results
LUMO   -3.52 eV
ΔE to the lowest compared entry with this formula, charge and spin   223.4 kJ/mol
Net charge   +1
Orbital gap   0.4149 Ha

Each line ends with the natural charge from an NBO analysis.
CARTESIAN COORDINATES (ANGSTROEM)
C (-1.44, 0.95, -0.16)  -0.25
C (-0.24, -0.03, -0.07)  0.12
C (1.20, 0.40, -0.39)  -0.43
C (-1.14, -1.06, 0.05)  -0.11
C (2.25, -0.64, 0.06)  -0.59
N (-2.37, -0.21, 0.02)  -0.51
H (-1.38, 1.63, 0.67)  0.24
H (-1.53, 1.50, -1.06)  0.24
H (1.12, 0.58, -1.53)  0.26
H (1.13, 1.39, 0.21)  0.23
H (-1.03, -2.02, 0.52)  0.25
H (2.26, -1.36, -0.68)  0.22
H (1.90, -1.03, 0.99)  0.21
H (3.18, -0.23, 0.10)  0.23
H (-2.80, -0.09, 0.98)  0.45
H (-2.95, -0.23, -0.74)  0.43

***

(2)
Density functional theory data (wB97M-V/def2-TZVPD) for a cluster of 2 separate species, CH5OS2 in total.

Results
LUMO   3.09 eV
ΔE to the lowest compared entry with this formula, charge and spin   167.8 kJ/mol
Net charge   -1
Orbital gap   0.2170 Ha

Each line ends with the natural charge from an NBO analysis.
CARTESIAN COORDINATES (ANGSTROEM)
O (-2.39, -0.20, 2.03)  -0.82
H (-1.53, -0.04, 2.41)  0.46
C (0.07, -0.08, 0.29)  -0.76
S (-1.74, 0.32, 0.50)  0.38
S (2.32, 0.17, -2.38)  -1.07
H (0.20, -1.02, 0.95)  0.20
H (0.77, 0.59, 0.72)  0.21
H (0.30, -0.23, -0.77)  0.31
H (2.01, 0.48, -3.75)  0.10

***

(3)
Density functional theory data (wB97M-V/def2-TZVPD) for a structure of composition C50H54N3O2P2RbSSi2.

Results
LUMO   3.70 eV
ΔE to the lowest compared entry with this formula, charge and spin   0.0 kJ/mol
Net charge   -2
Orbital gap   0.1860 Ha

Each line ends with the Löwdin charge.
CARTESIAN COORDINATES (ANGSTROEM)
Rb (1.35, -0.30, 0.36)  0.77
C (1.40, -4.63, 1.70)  -0.17
Si (-0.13, -3.84, 0.90)  0.24
C (0.23, -3.72, -0.95)  -0.19
C (-1.50, -5.15, 1.04)  -0.19
N (-0.50, -2.34, 1.50)  -0.32
P (-0.83, -1.52, 2.84)  0.55
C (-0.31, 0.02, 3.07)  -0.49
P (-0.85, 1.42, 2.37)  0.54
N (0.09, 2.17, 1.32)  -0.32
Si (0.34, 3.46, 0.31)  0.25
C (0.76, 5.09, 1.19)  -0.19
C (-1.10, 3.85, -0.86)  -0.18
C (1.83, 3.13, -0.80)  -0.18
C (-1.27, 2.65, 3.69)  -0.27
C (-1.84, 3.88, 3.37)  -0.11
C (-2.15, 4.80, 4.37)  -0.11
C (-1.88, 4.49, 5.70)  -0.13
C (-1.31, 3.27, 6.02)  -0.11
C (-1.02, 2.35, 5.02)  -0.09
C (-2.50, 1.22, 1.56)  -0.26
C (-2.52, 0.80, 0.23)  -0.09
C (-3.72, 0.54, -0.41)  -0.09
C (-4.93, 0.69, 0.26)  -0.12
C (-4.92, 1.10, 1.59)  -0.11
C (-3.71, 1.36, 2.23)  -0.09
C (-0.21, -2.54, 4.26)  -0.27
C (-0.79, -3.76, 4.59)  -0.10
C (-0.26, -4.55, 5.60)  -0.11
C (0.87, -4.13, 6.29)  -0.13
C (1.45, -2.91, 5.97)  -0.11
C (0.91, -2.11, 4.97)  -0.09
C (-2.65, -1.72, 3.13)  -0.27
C (-3.50, -2.23, 2.14)  -0.09
C (-4.87, -2.32, 2.36)  -0.10
C (-5.41, -1.92, 3.57)  -0.13
C (-4.58, -1.41, 4.56)  -0.11
C (-3.22, -1.30, 4.33)  -0.09
H (1.63, -5.60, 1.25)  0.02
H (1.25, -4.77, 2.77)  0.01
H (2.27, -3.98, 1.56)  0.02
H (0.41, -4.70, -1.39)  0.02
H (1.11, -3.10, -1.16)  0.00
H (-0.62, -3.26, -1.46)  0.02
H (-1.18, -6.10, 0.59)  0.01
H (-2.41, -4.82, 0.52)  0.01
H (-1.77, -5.34, 2.08)  0.00
H (-0.08, 5.47, 1.79)  0.00
H (1.04, 5.86, 0.47)  0.01
H (1.60, 4.94, 1.88)  0.02
H (-2.01, 4.09, -0.31)  0.02
H (-1.32, 2.98, -1.48)  0.00
H (-0.85, 4.69, -1.52)  0.01
H (2.74, 2.96, -0.21)  0.03
H (2.02, 3.96, -1.49)  0.02
H (1.67, 2.24, -1.41)  0.00
H (-2.04, 4.12, 2.33)  0.10
H (-2.59, 5.75, 4.11)  0.09
H (-2.12, 5.21, 6.48)  0.08
H (-1.11, 3.03, 7.06)  0.09
H (-0.59, 1.37, 5.24)  0.08
H (-1.59, 0.68, -0.32)  0.06
H (-3.72, 0.20, -1.45)  0.10
H (-5.87, 0.48, -0.23)  0.09
H (-5.85, 1.20, 2.14)  0.09
H (-3.71, 1.66, 3.27)  0.10
H (-1.67, -4.10, 4.05)  0.10
H (-0.72, -5.50, 5.84)  0.09
H (1.30, -4.74, 7.08)  0.08
H (2.33, -2.57, 6.51)  0.09
H (1.32, -1.14, 4.71)  0.08
H (-3.06, -2.53, 1.20)  0.09
H (-5.51, -2.70, 1.57)  0.09
H (-6.48, -2.00, 3.74)  0.08
H (-5.00, -1.09, 5.51)  0.09
H (-2.56, -0.87, 5.09)  0.11
N (-0.10, -0.05, -2.29)  -0.35
S (-0.50, 0.65, -3.62)  0.98
C (0.71, 1.90, -4.10)  -0.39
C (2.05, 1.56, -4.20)  -0.06
C (2.99, 2.54, -4.46)  -0.05
C (2.58, 3.86, -4.63)  -0.09
C (1.24, 4.20, -4.52)  -0.09
C (0.30, 3.21, -4.24)  -0.10
C (-0.14, -0.46, -5.01)  -0.37
C (-0.44, -0.07, -6.31)  -0.09
C (-0.17, -0.94, -7.36)  -0.10
C (0.39, -2.18, -7.10)  -0.10
C (0.68, -2.56, -5.80)  -0.07
C (0.41, -1.70, -4.74)  -0.06
H (0.86, -0.43, -2.34)  -0.07
H (2.36, 0.53, -4.02)  0.09
H (4.04, 2.27, -4.52)  0.10
H (3.31, 4.63, -4.82)  0.10
H (0.93, 5.23, -4.62)  0.10
H (-0.75, 3.47, -4.11)  0.10
H (-0.86, 0.91, -6.50)  0.11
H (-0.40, -0.64, -8.37)  0.09
H (0.60, -2.86, -7.92)  0.09
H (1.12, -3.53, -5.59)  0.11
H (0.63, -1.98, -3.72)  0.09
O (2.65, -1.16, -2.32)  -0.12
C (3.76, -0.71, -1.92)  -0.67
O (4.08, -0.42, -0.76)  -0.08
C (4.80, -0.44, -3.01)  -0.13
C (5.92, 0.33, -2.73)  -0.03
C (6.84, 0.63, -3.73)  -0.10
C (6.66, 0.14, -5.01)  -0.12
C (5.55, -0.64, -5.30)  -0.10
C (4.62, -0.93, -4.30)  -0.04
H (6.03, 0.70, -1.72)  0.11
H (7.70, 1.25, -3.50)  0.09
H (7.37, 0.38, -5.79)  0.09
H (5.40, -1.03, -6.30)  0.09
H (3.74, -1.53, -4.51)  0.11

***

(4)
Density functional theory data (wB97M-V/def2-TZVPD) for a structure of composition C18H13LiN2O2.

Results
LUMO (spin up / spin down)   1.74 / 1.65 eV
ΔE to the lowest compared entry with this formula, charge and spin   198.0 kJ/mol
Net charge   -1
2S+1   2
Orbital gap (spin up / spin down)   0.1338 / 0.1845 Ha

Each line ends with the natural charge from an NBO analysis.
CARTESIAN COORDINATES (ANGSTROEM)
N (-5.64, 1.34, 0.63)  -0.43
C (-4.56, 1.13, 1.03)  0.32
C (-3.21, 0.97, 1.49)  -0.35
C (-2.86, -0.26, 2.09)  -0.16
C (-1.57, -0.51, 2.49)  -0.31
C (-0.54, 0.39, 2.01)  0.03
C (0.78, -0.14, 1.81)  -0.51
C (1.83, 0.49, 1.05)  -0.08
N (2.97, -0.39, 0.85)  0.34
O (4.09, 0.03, 0.56)  -0.56
O (2.72, -1.63, 1.02)  -0.77
C (-0.96, 1.75, 1.81)  -0.36
C (-2.25, 1.97, 1.38)  -0.13
H (-3.67, -1.00, 2.24)  0.21
H (-1.35, -1.45, 3.05)  0.19
H (0.95, -1.02, 2.47)  0.16
H (2.09, 1.55, 1.36)  0.19
H (-0.24, 2.57, 1.85)  0.21
H (-2.56, 2.93, 0.97)  0.21
C (2.28, 0.96, -2.46)  -0.26
Li (0.74, -2.33, 1.22)  0.94
C (2.09, 1.60, -1.27)  -0.12
C (1.12, 0.88, -0.35)  -0.35
C (0.70, -0.26, -1.23)  0.10
C (1.53, -0.31, -2.39)  -0.06
C (1.23, -1.26, -3.35)  -0.20
C (0.18, -2.17, -3.13)  -0.24
C (-0.60, -2.12, -1.96)  -0.24
C (-0.38, -1.10, -1.03)  -0.31
H (2.99, 1.24, -3.22)  0.21
H (2.65, 2.45, -0.86)  0.21
H (0.32, 1.49, 0.12)  0.26
H (1.75, -1.18, -4.30)  0.20
H (-0.10, -2.87, -3.90)  0.20
H (-1.37, -2.86, -1.77)  0.20
H (-1.16, -0.88, -0.28)  0.24

***

(5)
Density functional theory data (wB97M-V/def2-TZVPD) for a cluster of 7 separate species, H16NO6 in total.

Results
LUMO   -3.69 eV
ΔE to the lowest compared entry with this formula, charge and spin   403.3 kJ/mol
Net charge   +1
Orbital gap   0.3541 Ha

Each line ends with the natural charge from an NBO analysis.
CARTESIAN COORDINATES (ANGSTROEM)
N (0.15, -0.49, 0.18)  -0.79
H (0.35, -0.09, -0.74)  0.46
H (-0.73, -0.78, 0.18)  0.43
H (0.17, 0.14, 0.86)  0.42
H (0.92, -1.07, 0.27)  0.46
O (-1.78, 1.24, -3.42)  -0.97
H (-1.38, 1.07, -2.56)  0.47
H (-1.46, 2.06, -3.84)  0.48
O (-1.78, 1.05, 2.22)  -0.94
H (-2.73, 0.80, 1.99)  0.49
H (-1.38, 0.10, 2.49)  0.46
O (-1.16, 2.03, -1.21)  -0.94
H (-0.29, 2.42, -1.10)  0.47
H (-1.65, 2.56, -0.67)  0.49
O (2.67, -1.14, 2.46)  -0.96
H (2.60, -1.49, 3.32)  0.48
H (2.81, -0.16, 2.59)  0.47
O (2.64, 0.48, -1.51)  -0.95
H (3.51, 0.02, -1.44)  0.49
H (2.80, 1.19, -0.94)  0.46
O (-1.10, -3.21, 0.41)  -0.97
H (-1.87, -2.83, 0.73)  0.47
H (-1.31, -3.92, -0.28)  0.51

***

(6)
Density functional theory data (wB97M-V/def2-TZVPD) for an isolated molecule of C20H21ClN2O3S.

Results
LUMO   0.41 eV
ΔE to the lowest compared entry with this formula, charge and spin   186.4 kJ/mol
Orbital gap   0.3042 Ha
SMILES string   O=C(N1CCN(c2ccccc2)CC1)C1(S(=O)(=O)c2ccc(Cl)cc2)CC1

Each line ends with the natural charge from an NBO analysis.
CARTESIAN COORDINATES (ANGSTROEM)
O (-1.93, -0.03, 1.78)  -0.62
C (-1.27, -0.68, 0.98)  0.67
N (-0.08, -0.25, 0.51)  -0.42
C (0.83, -0.96, -0.34)  -0.24
H (0.38, -1.88, -0.71)  0.24
C (2.14, -1.25, 0.42)  -0.21
N (2.72, -0.02, 0.91)  -0.46
C (3.63, 0.68, 0.11)  0.26
C (3.60, 2.07, -0.03)  -0.31
C (4.56, 2.72, -0.78)  -0.17
C (5.57, 2.02, -1.41)  -0.26
C (5.62, 0.65, -1.27)  -0.18
C (4.67, -0.02, -0.52)  -0.28
H (4.75, -1.09, -0.40)  0.21
H (6.41, 0.08, -1.74)  0.21
H (6.31, 2.54, -1.99)  0.21
H (4.51, 3.80, -0.87)  0.21
H (2.82, 2.65, 0.43)  0.21
C (1.79, 0.68, 1.75)  -0.22
H (2.24, 1.59, 2.14)  0.22
C (0.48, 0.99, 1.02)  -0.25
H (-0.26, 1.45, 1.69)  0.25
H (0.66, 1.66, 0.17)  0.20
H (1.56, 0.03, 2.60)  0.20
H (2.83, -1.77, -0.24)  0.22
H (1.92, -1.89, 1.28)  0.19
H (1.06, -0.33, -1.21)  0.21
C (-1.81, -1.95, 0.41)  -0.42
C (-2.57, -2.91, 1.26)  -0.39
C (-1.27, -3.33, 0.66)  -0.39
H (-0.40, -3.44, 1.29)  0.23
H (-1.30, -4.02, -0.18)  0.24
H (-2.62, -2.71, 2.32)  0.24
H (-3.47, -3.33, 0.84)  0.24
S (-2.54, -1.64, -1.22)  2.20
O (-1.48, -1.36, -2.15)  -0.95
O (-3.43, -2.71, -1.53)  -0.94
C (-3.45, -0.13, -0.93)  -0.35
C (-4.68, -0.19, -0.30)  -0.16
C (-5.35, 0.98, 0.02)  -0.22
C (-4.76, 2.20, -0.29)  -0.02
C (-3.53, 2.26, -0.92)  -0.25
C (-2.87, 1.09, -1.24)  -0.11
H (-1.91, 1.09, -1.74)  0.24
H (-3.09, 3.22, -1.16)  0.23
Cl (-5.58, 3.66, 0.12)  0.03
H (-6.31, 0.95, 0.51)  0.23
H (-5.11, -1.16, -0.07)  0.24

***

(7)
Density functional theory data (wB97M-V/def2-TZVPD) for the ion C4H11N2O with charge -1.

Results
LUMO   4.19 eV
ΔE to the lowest compared entry with this formula, charge and spin   81.3 kJ/mol
Net charge   -1
Orbital gap   0.2483 Ha
SMILES string   NCC[C@@H](N)C[O-]

Each line ends with the natural charge from an NBO analysis.
CARTESIAN COORDINATES (ANGSTROEM)
C (1.45, 1.50, 0.50)  -0.03
O (2.76, 1.23, 0.71)  -0.97
C (0.62, 0.19, 0.26)  -0.08
C (-0.79, 0.45, -0.31)  -0.43
C (-1.51, -0.84, -0.66)  -0.23
N (-2.04, -1.53, 0.55)  -0.85
N (1.43, -0.69, -0.59)  -0.89
H (1.08, 2.04, 1.41)  0.09
H (1.16, 2.12, -0.40)  0.05
H (0.49, -0.31, 1.23)  0.15
H (-0.73, 1.13, -1.16)  0.19
H (-1.28, 0.95, 0.53)  0.19
H (-0.79, -1.47, -1.19)  0.21
H (-2.38, -0.66, -1.30)  0.16
H (-1.56, -2.40, 0.70)  0.35
H (-1.78, -0.95, 1.34)  0.35
H (2.35, -0.58, -0.13)  0.40
H (1.52, -0.19, -1.48)  0.33

***

(8)
Density functional theory data (wB97M-V/def2-TZVPD) for a cluster of 11 separate species, C4H30NO10 in total.

Results
LUMO   -2.47 eV
ΔE to the lowest compared entry with this formula, charge and spin   360.8 kJ/mol
Net charge   +1
Orbital gap   0.3693 Ha

Each line ends with the natural charge from an NBO analysis.
CARTESIAN COORDINATES (ANGSTROEM)
C (-0.25, 0.95, 0.43)  -0.58
C (0.28, 0.26, -0.97)  -0.47
C (-0.85, -0.55, -1.40)  0.18
C (-1.40, -0.45, -2.63)  -0.39
N (-1.45, -1.61, -0.47)  -0.77
H (-1.15, 1.47, 0.23)  0.21
H (-0.38, 0.07, 0.99)  0.19
H (0.59, 1.52, 0.71)  0.20
H (0.63, 1.04, -1.71)  0.25
H (1.13, -0.33, -0.77)  0.24
H (-0.95, 0.25, -3.32)  0.22
H (-2.24, -1.11, -2.87)  0.21
H (-0.72, -2.04, 0.17)  0.48
H (-1.82, -2.49, -0.96)  0.46
H (-2.19, -1.27, 0.10)  0.44
H (3.07, 0.85, -3.51)  0.48
H (1.65, 1.31, -3.66)  0.48
O (2.21, 0.66, -3.14)  -0.95
H (1.30, 2.69, 3.37)  0.47
H (0.06, 3.29, 3.16)  0.47
O (0.88, 3.11, 2.67)  -0.94
H (3.96, -0.56, 0.41)  0.49
H (2.76, 0.43, 0.33)  0.51
O (2.98, -0.50, 0.32)  -0.99
H (1.08, -1.66, 2.25)  0.48
H (1.54, -2.77, 1.40)  0.48
O (0.77, -2.30, 1.67)  -0.94
H (2.60, -2.14, -0.68)  0.49
H (2.57, -1.93, -2.07)  0.49
O (2.28, -2.54, -1.44)  -0.94
H (-3.43, 1.56, 1.95)  0.50
H (-3.59, 0.48, 3.05)  0.49
O (-3.91, 0.72, 2.20)  -0.95
H (-0.14, -4.45, -1.55)  0.48
H (0.79, -3.25, -1.56)  0.51
O (-0.17, -3.52, -1.43)  -1.03
H (-2.33, 3.27, 0.76)  0.49
H (-1.28, 3.70, 1.83)  0.48
O (-1.94, 3.08, 1.64)  -0.96
H (3.32, 3.31, 0.69)  0.47
H (2.03, 2.53, 1.01)  0.49
O (2.81, 2.66, 0.39)  -0.96
H (-3.78, -0.46, 1.05)  0.52
H (-3.91, -1.82, 0.30)  0.47
O (-3.41, -1.43, 1.07)  -0.95